[1]
{
  "formula": "C31H25N4S6Ti",
  "method": "ωB97M-V with the def2-TZVPD basis set",
  "species": ["Ti", "S", "C", "C", "C", "C", "C", "C", "S", "C", "C", "C", "C", "C", "C", "C", "S", "C", "C", "C", "C", "C", "C", "S", "N", "H", "H", "H", "H", "H", "H", "H", "H", "H", "H", "H", "H", "H", "H", "H", "S", "C", "N", "C", "C", "C", "C", "C", "C", "S", "H", "H", "H", "H", "N", "C", "C", "C", "N", "C", "C", "H", "H", "H", "H", "H", "H"],
  "coordinates": [[0.22092, -0.02571, 0.21012], [0.64170, -0.31349, 2.63166], [-0.08091, -1.85356, 3.01247], [0.35763, -2.58282, 4.12579], [-0.15525, -3.83423, 4.41639], [-1.13643, -4.40592, 3.61221], [-1.61745, -3.68768, 2.52985], [-1.09435, -2.43506, 2.23585], [-1.77291, -1.44337, 0.93720], [-1.62018, -2.45335, -0.56465], [-1.58631, -1.46810, -1.70324], [-2.24056, -1.76108, -2.85096], [-2.19750, -0.81238, -3.92831], [-1.55133, 0.34667, -3.75021], [-0.88193, 0.67519, -2.49913], [-0.29733, 1.88480, -2.36630], [2.24210, 1.08383, -0.09323], [3.47762, -0.16903, -0.08571], [4.81800, 0.21192, -0.14622], [5.82699, -0.73582, -0.15389], [5.49954, -2.08604, -0.09344], [4.17221, -2.47256, -0.04110], [3.14182, -1.52700, -0.04974], [1.48084, -2.06735, -0.07960], [-0.89465, -0.30011, -1.47952], [1.13133, -2.15310, 4.74969], [0.21884, -4.37521, 5.27769], [-1.52376, -5.39294, 3.82980], [-2.40560, -4.09736, 1.90859], [-2.47185, -3.12114, -0.67789], [-0.70776, -3.04534, -0.50729], [-2.77046, -2.69886, -2.94156], [-2.69601, -1.02858, -4.86577], [-1.51287, 1.09591, -4.53064], [0.20819, 2.22816, -1.47778], [-0.34161, 2.57969, -3.19370], [5.05604, 1.26787, -0.19355], [6.86263, -0.42294, -0.20511], [6.27937, -2.83800, -0.08506], [3.90862, -3.52277, -0.00156], [-1.12986, 2.01960, 0.80582], [-2.06930, 1.75808, 2.23334], [-2.28570, 0.66868, 2.88976], [-3.10422, 0.88188, 3.98090], [-3.49277, -0.10908, 4.88199], [-4.31945, 0.23036, 5.93744], [-4.76334, 1.54542, 6.10627], [-4.38093, 2.54053, 5.22198], [-3.54797, 2.20177, 4.16185], [-2.88157, 3.18819, 2.90045], [-3.12940, -1.11958, 4.73758], [-4.62437, -0.52987, 6.64596], [-5.41178, 1.79082, 6.93810], [-4.72090, 3.55959, 5.35842], [5.49577, -2.21799, -4.57395], [4.23959, -1.80277, -4.15476], [3.22199, -2.72178, -3.89964], [2.00643, -2.25727, -3.42947], [1.73043, -0.97439, -3.21403], [2.69986, -0.10421, -3.47395], [3.95933, -0.45767, -3.93242], [5.55507, -3.13912, -4.97144], [6.06470, -1.53143, -5.03755], [3.38725, -3.78456, -4.03607], [1.21238, -2.96001, -3.19841], [2.45830, 0.93749, -3.28498], [4.71469, 0.30198, -4.09620]],
  "forces_ev_per_a": [[-0.229, 0.235, 0.748], [0.150, -0.058, -0.163], [-0.046, -0.085, -0.011], [-0.005, 0.001, 0.011], [-0.004, 0.022, 0.008], [0.005, 0.014, -0.019], [-0.026, 0.017, 0.033], [0.013, 0.038, 0.061], [0.097, 0.015, -0.135], [0.002, -0.038, -0.010], [-0.069, 0.047, 0.004], [0.032, -0.019, -0.102], [-0.007, -0.047, 0.056], [-0.019, -0.008, -0.028], [0.111, 0.004, 0.028], [-0.046, 0.026, -0.003], [-0.028, -0.030, -0.046], [0.015, 0.057, -0.020], [0.031, -0.014, 0.015], [-0.022, 0.037, -0.012], [-0.028, -0.022, 0.010], [0.015, -0.001, -0.026], [0.036, -0.082, 0.052], [0.029, 0.119, -0.111], [-0.116, -0.243, -0.122], [0.012, -0.004, -0.021], [0.008, 0.001, -0.012], [-0.015, 0.012, 0.006], [0.001, 0.007, -0.001], [-0.026, 0.013, 0.033], [0.011, -0.006, -0.006], [-0.026, 0.018, -0.010], [0.007, -0.011, 0.004], [0.018, -0.007, -0.002], [0.017, -0.004, -0.014], [0.000, -0.004, 0.006], [-0.001, -0.006, 0.025], [-0.002, -0.002, 0.005], [-0.003, 0.002, -0.022], [0.000, 0.010, 0.003], [0.082, -0.006, -0.132], [0.047, 0.026, 0.098], [-0.081, -0.025, -0.064], [0.014, -0.024, 0.000], [-0.011, 0.004, 0.009], [0.020, 0.000, -0.019], [0.005, 0.002, -0.019], [-0.005, 0.003, 0.012], [0.027, -0.003, -0.037], [-0.007, 0.011, 0.049], [-0.017, 0.007, 0.008], [-0.002, 0.000, -0.007], [0.007, 0.001, 0.002], [0.002, -0.007, -0.008], [0.027, -0.019, 0.104], [0.001, -0.002, -0.036], [0.014, -0.017, 0.063], [0.076, 0.019, -0.002], [-0.069, 0.008, -0.221], [0.039, -0.025, 0.060], [-0.019, 0.020, 0.002], [-0.022, 0.008, -0.041], [-0.010, 0.009, -0.016], [-0.002, 0.010, -0.017], [-0.006, 0.009, -0.007], [-0.005, -0.005, 0.005], [0.004, -0.007, 0.003]],
  "charge": -1,
  "fmax_ev_per_a": 0.82,
  "lumo_energy_ev": 2.1,
  "relative_energy_ev": 0.321,
  "orbital_gap_ev": 6.029,
  "energy_ev": -126645.69104
}


[2]
{
  "formula": "BrClH2N2",
  "method": "ωB97M-V with the def2-TZVPD basis set",
  "species": ["N", "N", "Cl", "Br", "H", "H"],
  "coordinates": [[-0.28420, 0.27468, 0.19938], [1.51202, 0.32977, 1.54075], [0.92813, 0.75316, 3.06854], [2.67737, 1.54063, 0.94284], [-0.88337, 0.11551, 1.03128], [-0.18644, -0.58532, -0.34911]],
  "forces_ev_per_a": [[1.558, 1.223, 1.877], [-2.477, -2.143, -1.268], [-0.497, 0.220, 0.186], [0.695, 1.218, -0.817], [0.453, -0.325, -0.668], [0.269, -0.194, 0.690]],
  "charge": 0,
  "fmax_ev_per_a": 3.51,
  "lumo_energy_ev": [-1.9, -1.9],
  "relative_energy_ev": 3.274,
  "orbital_gap_ev": [7.171, 7.171],
  "energy_ev": -85571.98271
}